Record 1
{"formula": "ClMg", "method": "ωB97M-V with the def2-TZVPD basis set", "symbols": ["Mg", "Cl"], "xyz": [[-0.255982, 0.205740, -1.084627], [0.255982, -0.205740, 1.084627]], "forces_ev_per_a": [[0.426, -0.341, 1.804], [-0.426, 0.341, -1.804]], "homo_ev": -15.806, "energy_ha": -660.015500, "lumo_ev": -8.3, "gap_ev": 7.52, "total_charge": 1}

***

Record 2
{"formula": "C4H10NO", "method": "ωB97M-V with the def2-TZVPD basis set", "symbols": ["C", "C", "C", "C", "N", "O", "H", "H", "H", "H", "H", "H", "H", "H", "H", "H"], "xyz": [[2.024561, 0.364514, 0.179243], [0.003908, 0.158460, -0.747009], [-0.513616, -0.939315, -1.656795], [-1.005383, 0.590945, 1.541405], [-0.068531, -0.194582, 0.677643], [1.461032, 0.103975, -0.923608], [1.701951, 1.192702, 0.973715], [3.151559, 0.077438, 0.297996], [-0.514202, 1.055218, -0.904476], [-0.817560, -0.596923, -2.542274], [-1.317024, -1.365216, -1.206207], [0.244369, -1.769643, -1.832464], [-0.607012, 1.466645, 2.069058], [-1.862749, 0.978324, 1.025690], [-1.587613, 0.046353, 2.330576], [-0.293690, -1.168895, 0.717506]], "forces_ev_per_a": [[2.044, 2.414, 1.699], [-0.368, -2.844, 0.875], [3.861, -1.071, 1.781], [-1.004, -0.123, 0.916], [-1.093, 0.643, 0.702], [0.852, 0.865, 0.424], [0.356, -1.982, -1.976], [-2.201, 0.002, -0.437], [0.185, 1.817, -0.453], [-1.004, 1.478, -3.634], [-2.560, -1.316, 1.391], [-0.762, 1.155, 0.375], [0.726, -0.343, -0.365], [-0.240, 0.314, -1.084], [1.342, -0.397, -0.623], [-0.134, -0.611, 0.409]], "homo_ev": -14.900, "energy_ha": -288.023243, "lumo_ev": -5.7, "gap_ev": 9.24, "total_charge": 1}

***

Record 3
{"formula": "C3H5NS3", "method": "ωB97M-V with the def2-TZVPD basis set", "symbols": ["S", "N", "C", "S", "C", "C", "S", "H", "H", "H", "H", "H"], "xyz": [[-3.495558, -0.090736, 0.842836], [-2.049686, 0.638830, 1.222394], [-0.949031, 0.351145, 0.706337], [-0.711380, -0.516380, -0.851719], [0.985654, -0.080623, -1.092148], [1.660053, 0.047664, 0.291716], [0.554208, 1.031080, 1.337713], [-3.089148, -0.983473, -0.128875], [1.180402, 0.863333, -1.652224], [1.375548, -0.912179, -1.705813], [1.888153, -0.927612, 0.782436], [2.650785, 0.578952, 0.247347]], "forces_ev_per_a": [[-0.047, -0.350, -0.773], [-0.155, -0.359, 0.956], [0.587, 0.361, -1.174], [-0.849, -0.106, 0.412], [1.512, 0.216, -0.107], [1.004, -0.339, 0.078], [0.189, 0.071, 0.054], [-0.296, 0.454, 0.446], [-0.638, -0.569, 0.331], [0.220, 0.379, 0.408], [-0.480, 0.547, -0.481], [-1.047, -0.306, -0.150]], "smiles": "SN=C1SCCS1", "homo_ev": -8.275, "energy_ha": -1366.601564, "lumo_ev": 0.5, "gap_ev": 8.78, "total_charge": 0}

***

| no. | M (g mol⁻¹) |
| --- | --- |
| 1 | 59.76 |
| 2 | 88.13 |
| 3 | 151.28 |